{"formula": "C53H67NO23S", "method": "the ωB97M-V functional and the def2-TZVPD basis", "gap_ev": 7.969, "lumo_energy_ev": -1.85, "max_force_ha_per_bohr": 0.1176, "homo_energy_ev": -9.8, "species": ["C", "C", "C", "C", "C", "C", "C", "C", "C", "C", "C", "C", "C", "C", "C", "C", "C", "C", "C", "C", "O", "S", "O", "O", "C", "C", "C", "N", "H", "H", "H", "H", "H", "H", "H", "H", "H", "H", "H", "H", "H", "H", "H", "H", "H", "H", "H", "H", "H", "H", "H", "H", "H", "H", "H", "H", "H", "H", "H", "H", "H", "H", "H", "H", "H", "H", "H", "H", "H", "H", "H", "H", "H", "H", "H", "C", "C", "C", "O", "C", "C", "C", "O", "O", "O", "H", "H", "H", "H", "C", "C", "C", "O", "C", "C", "C", "O", "O", "O", "H", "H", "H", "H", "C", "C", "C", "O", "C", "C", "C", "O", "O", "O", "H", "H", "H", "H", "C", "C", "C", "O", "C", "C", "C", "O", "O", "O", "H", "H", "H", "H", "C", "C", "C", "O", "C", "C", "C", "O", "O", "O", "H", "H", "H", "H"], "xyz": [[5.2019, -4.9180, -3.1176], [3.5891, -4.9642, -3.4377], [2.8274, -3.5041, -3.1579], [2.3970, -3.5183, -1.5723], [1.6985, -2.1290, -1.0456], [2.4334, -0.7534, -1.5531], [2.3262, 0.4027, -0.3514], [1.0586, 1.4251, -0.5554], [1.4519, 3.0215, -0.5205], [0.1510, 3.8614, 0.1089], [-0.1602, 5.1910, -0.8290], [-1.0149, 4.7910, -2.2034], [-2.1509, 5.9763, -2.3823], [-3.4394, 5.5060, -3.3251], [-4.5462, 4.6745, -2.4469], [-5.9764, 4.7625, -3.2714], [-6.7793, 3.3410, -3.0952], [-7.4416, 3.1257, -1.5920], [-9.0601, 2.8877, -1.7684], [-9.4939, 1.2765, -1.6560], [-8.6978, 0.4462, -2.5727], [-9.4216, -1.0656, -2.8809], [-10.9432, -0.9105, -3.2666], [-9.4477, -2.0574, -1.4524], [-9.3751, -3.4385, -2.0317], [-9.6959, -4.6233, -0.9443], [-10.3226, -6.0902, -1.4443], [-9.4511, -4.5399, 0.4278], [5.4621, -5.5006, -2.1090], [5.6656, -3.8366, -3.1184], [5.7363, -5.5129, -3.9917], [3.1076, -5.7766, -2.7078], [3.4125, -5.3699, -4.5239], [1.8944, -3.5007, -3.8983], [3.4865, -2.5847, -3.4765], [3.3324, -3.8059, -0.9251], [1.5943, -4.3838, -1.4453], [0.5445, -2.1533, -1.3119], [1.7386, -2.1679, 0.1457], [1.8587, -0.3060, -2.4989], [3.5772, -0.8618, -1.7845], [2.1773, -0.1023, 0.7174], [3.3439, 1.0195, -0.2609], [0.2999, 1.2543, 0.3496], [0.4635, 1.1960, -1.5491], [1.5902, 3.4234, -1.6173], [2.3670, 3.2891, 0.1582], [0.4628, 4.2698, 1.1864], [-0.7863, 3.1676, 0.2044], [-0.7472, 5.9796, -0.1647], [0.8555, 5.6880, -1.2062], [-0.2464, 4.7772, -3.0922], [-1.4850, 3.7027, -2.1304], [-2.6228, 6.2703, -1.3308], [-1.6237, 6.9506, -2.8039], [-3.9661, 6.5127, -3.6751], [-3.0228, 4.8752, -4.2225], [-4.7504, 5.0972, -1.3730], [-4.2926, 3.5211, -2.3158], [-5.7412, 4.9951, -4.4139], [-6.6025, 5.6563, -2.8454], [-6.0617, 2.4127, -3.2724], [-7.5978, 3.3055, -3.9473], [-7.2397, 4.1448, -1.0085], [-6.8922, 2.2856, -0.9825], [-9.4682, 3.2527, -2.8281], [-9.6388, 3.5568, -0.9669], [-10.6495, 1.2540, -1.8383], [-9.3090, 0.9971, -0.5153], [-8.2740, -3.5301, -2.4738], [-10.1417, -3.5816, -2.9331], [-11.0875, -6.5068, -0.6279], [-10.8721, -6.0164, -2.4832], [-9.4774, -6.9300, -1.5159], [-9.7652, -5.4626, 0.8559], [0.4588, -7.4219, -1.1750], [-0.5381, -8.2923, -1.0042], [-0.3575, -9.5252, -0.1886], [-1.2975, -10.2968, -0.0339], [0.9665, -9.7718, 0.4037], [1.9643, -8.9030, 0.2299], [1.7754, -7.6569, -0.5625], [2.7061, -6.8684, -0.6892], [3.2118, -9.1299, 0.7815], [-1.7776, -8.0795, -1.5790], [0.3407, -6.5207, -1.7634], [1.0892, -10.6804, 0.9792], [3.7589, -8.3590, 0.5152], [-2.3263, -8.8474, -1.3076], [-7.6826, 5.6635, 3.8977], [-7.1553, 5.5952, 2.6738], [-6.5335, 4.3400, 2.1683], [-6.0741, 4.3020, 1.0323], [-6.4917, 3.1793, 3.0715], [-7.0160, 3.2489, 4.2966], [-7.6621, 4.4954, 4.7916], [-8.1516, 4.5231, 5.9158], [-6.9777, 2.1628, 5.1515], [-7.1685, 6.6898, 1.8290], [-8.1397, 6.5688, 4.2771], [-6.0210, 2.2790, 2.6980], [-7.4215, 2.4629, 5.9746], [-6.7301, 6.3878, 1.0038], [8.5588, -3.2175, 0.1403], [7.5619, -4.0880, 0.3111], [7.7425, -5.3208, 1.1267], [6.8025, -6.0925, 1.2813], [9.0665, -5.5674, 1.7190], [10.0643, -4.6986, 1.5452], [9.8754, -3.4526, 0.7528], [10.8061, -2.6640, 0.6260], [11.3118, -4.9255, 2.0968], [6.3224, -3.8751, -0.2637], [8.4407, -2.3163, -0.4481], [9.1892, -6.4760, 2.2945], [11.8589, -4.1546, 1.8305], [5.7737, -4.6430, 0.0076], [-3.1412, 9.2799, 3.4557], [-4.1381, 8.4095, 3.6265], [-3.9575, 7.1766, 4.4421], [-4.8975, 6.4050, 4.5967], [-2.6335, 6.9300, 5.0344], [-1.6357, 7.7989, 4.8606], [-1.8246, 9.0449, 4.0682], [-0.8939, 9.8335, 3.9414], [-0.3882, 7.5719, 5.4122], [-5.3776, 8.6223, 3.0517], [-3.2593, 10.1811, 2.8673], [-2.5108, 6.0214, 5.6099], [0.1589, 8.3429, 5.1459], [-5.9263, 7.8545, 3.3230], [15.4588, -0.7300, 0.8290], [14.4619, -1.6005, 0.9998], [14.6425, -2.8333, 1.8154], [13.7025, -3.6049, 1.9700], [15.9665, -3.0799, 2.4077], [16.9643, -2.2111, 2.2339], [16.7754, -0.9650, 1.4415], [17.7061, -0.1765, 1.3147], [18.2118, -2.4380, 2.7855], [13.2224, -1.3876, 0.4250], [15.3407, 0.1712, 0.2406], [16.0892, -3.9885, 2.9832], [18.7589, -1.6671, 2.5192], [12.6737, -2.1555, 0.6963]], "forces_ev_per_angstrom": [[0.25, -0.88, -0.57], [0.01, -0.04, 0.61], [-0.26, -1.33, -0.46], [-0.69, 0.16, -0.66], [0.23, -0.54, 0.62], [-0.58, 0.97, 0.86], [0.02, 0.12, 0.26], [-0.08, 0.23, 0.78], [-1.57, 0.22, 0.08], [1.09, 1.05, -0.16], [0.04, -0.64, -0.03], [0.14, 0.76, 0.84], [-0.45, -0.37, -0.26], [0.60, 0.81, 1.31], [-0.80, -0.23, -0.78], [0.57, -0.76, 0.27], [0.13, -0.29, -0.40], [-0.12, 1.36, -0.84], [-0.22, -0.37, -0.29], [-0.73, 2.80, 2.30], [-2.52, -1.24, 1.61], [-3.91, 0.20, -1.72], [5.36, 0.00, 1.87], [-0.13, -0.13, -1.56], [0.36, -0.99, -0.37], [0.33, -1.22, 4.54], [0.07, -0.03, -0.23], [-1.21, -0.58, -5.89], [-0.57, 1.48, -2.24], [-1.09, -2.14, 0.19], [-0.93, 1.20, 1.88], [0.98, 1.90, -1.65], [0.36, 1.07, 1.99], [1.71, 0.18, 1.87], [-1.11, -1.90, 0.83], [-1.74, 0.67, -1.24], [1.82, 1.73, -0.18], [2.44, 0.24, 0.33], [-0.06, 0.16, -2.54], [1.48, -1.10, 1.93], [-2.30, -0.21, 0.31], [0.45, 0.87, -2.40], [-2.24, -1.27, -0.42], [1.60, 0.28, -2.01], [1.26, 0.44, 1.97], [0.08, -0.86, 2.18], [-1.56, -0.81, -1.50], [-0.82, -1.07, -2.23], [1.70, 1.44, -0.24], [1.15, -1.61, -1.58], [-2.11, -1.05, 1.14], [-1.72, 0.09, 1.54], [0.82, 2.39, 0.00], [1.18, -0.71, -2.12], [-1.12, -2.06, 0.77], [1.08, -2.26, 0.42], [-1.11, 1.28, 1.59], [0.79, -0.61, -2.02], [-0.25, 2.50, -0.34], [-0.61, -0.66, 2.40], [1.02, -1.70, -0.85], [-1.29, 2.12, 0.09], [1.48, -0.09, 1.92], [-0.63, -2.30, -1.17], [-1.28, 1.52, -1.29], [1.20, -0.65, 2.26], [1.05, -1.92, -1.55], [2.28, -0.45, -0.04], [-0.20, 0.10, -2.54], [-2.33, -0.28, 1.01], [1.52, 0.43, 2.05], [1.64, 1.25, -1.81], [1.12, -0.16, 2.10], [-1.66, 2.10, 0.03], [0.44, 1.36, -0.83], [0.40, 0.12, 0.07], [-1.48, 0.76, -0.99], [-0.19, -0.98, 0.52], [0.48, 0.74, -0.31], [-0.40, -0.09, -0.08], [1.51, -0.78, 0.96], [0.15, 0.90, -0.48], [-0.43, -0.77, 0.32], [-1.44, 1.00, -1.07], [1.40, -0.95, 1.08], [0.00, -0.05, 0.03], [-0.01, 0.06, -0.03], [-0.18, -0.30, 0.14], [0.22, 0.30, -0.10], [-0.18, -0.22, 0.06], [-0.51, 1.29, -0.49], [0.47, -0.68, -0.42], [-0.27, 0.40, 0.74], [0.06, 0.22, -0.40], [0.32, -1.73, 0.77], [-0.47, 0.71, 0.79], [0.46, -0.30, -0.84], [-0.44, 1.89, -0.60], [0.37, -1.72, 0.48], [0.01, -0.06, 0.01], [-0.03, 0.05, 0.01], [0.18, -0.12, -0.33], [-0.15, 0.15, 0.31], [0.52, 0.20, 0.07], [-1.60, 0.76, -1.01], [-0.08, -1.02, 0.57], [0.41, 0.70, -0.32], [-0.56, -0.09, -0.13], [1.78, -0.87, 1.11], [-0.03, 0.72, -0.45], [-0.49, -0.59, 0.13], [-1.98, 0.98, -1.21], [1.55, -0.87, 1.24], [0.00, -0.05, 0.04], [0.00, 0.06, -0.03], [0.21, -0.37, 0.26], [0.18, 0.29, -0.11], [0.42, 0.09, 0.08], [-1.55, 0.80, -1.00], [-0.01, -0.87, 0.52], [0.52, 0.66, -0.24], [-0.42, -0.12, -0.07], [1.52, -0.79, 0.96], [0.22, 1.02, -0.54], [-0.49, -0.79, 0.27], [-1.43, 0.98, -1.05], [1.57, -0.90, 1.22], [0.01, -0.06, 0.05], [-0.01, 0.05, -0.03], [-0.22, -0.30, 0.11], [0.14, 0.35, -0.28], [0.53, 0.10, 0.14], [-1.75, 0.83, -1.14], [0.04, -0.68, 0.42], [0.50, 0.55, -0.17], [-0.50, -0.19, -0.06], [1.54, -0.79, 0.97], [0.14, 1.07, -0.59], [-0.46, -0.79, 0.28], [-1.46, 0.98, -1.05], [1.95, -0.96, 1.24], [0.00, -0.06, 0.05], [-0.01, 0.05, -0.02], [-0.22, -0.29, 0.10], [-0.22, 0.39, -0.23]], "lowdin_charge": [-0.14, -0.25, -0.21, -0.21, -0.21, -0.21, -0.22, -0.23, -0.21, -0.22, -0.23, -0.21, -0.23, -0.22, -0.22, -0.22, -0.22, -0.20, -0.17, -0.25, -0.37, 1.04, -0.46, -0.38, -0.22, -0.26, -0.10, 0.07, 0.07, 0.08, 0.08, 0.08, 0.10, 0.12, 0.10, 0.11, 0.10, 0.12, 0.11, 0.12, 0.11, 0.11, 0.11, 0.11, 0.11, 0.11, 0.11, 0.11, 0.10, 0.10, 0.12, 0.11, 0.11, 0.10, 0.12, 0.12, 0.12, 0.10, 0.12, 0.11, 0.11, 0.11, 0.11, 0.09, 0.12, 0.12, 0.12, 0.12, 0.14, 0.14, 0.13, 0.09, 0.08, 0.09, 0.04, 0.08, -0.21, -0.31, 0.11, 0.08, -0.20, -0.29, 0.08, 0.08, 0.08, 0.13, 0.14, 0.11, 0.12, 0.06, -0.22, -0.29, 0.08, 0.08, -0.20, -0.30, 0.11, 0.08, 0.07, 0.14, 0.14, 0.12, 0.12, 0.08, -0.20, -0.30, 0.10, 0.08, -0.20, -0.27, 0.10, 0.08, 0.06, 0.14, 0.14, 0.06, 0.10, 0.08, -0.20, -0.29, 0.11, 0.08, -0.21, -0.31, 0.11, 0.08, 0.08, 0.14, 0.14, 0.12, 0.08, 0.08, -0.20, -0.27, 0.10, 0.08, -0.20, -0.31, 0.11, 0.08, 0.08, 0.14, 0.14, 0.12, 0.06]}